Molecular formula: C2H5BrClN
Method: DFT, ωB97M-V/def2-TZVPD

## Properties
ΔE to the lowest compared entry with this formula, charge and spin = 73.3 kcal/mol
gap between HOMO and LUMO = 9.4 eV
total charge = 0
LUMO = 0.55 eV
largest force on an atom = 4.201 eV Å⁻¹

Last columns: bonded neighbours and bond lengths (Å).
Element x y z (Å)
1 C 0.664 -0.945 0.142  C2 1.515, Br5 1.976, H6 1.155, H7 1.070
2 C -0.441 -0.002 -0.286  C1 1.515, N3 1.387, Cl4 1.719
3 N -0.338 1.299 0.184  C2 1.387, H9 1.042, H10 1.044
4 Cl -2.043 -0.478 0.120  C2 1.719
5 Br 2.379 0.033 0.056  C1 1.976
6 H 0.684 -1.931 -0.458  C1 1.155
7 H 0.298 -1.168 1.122  C1 1.070
8 H -0.336 -0.157 -2.034  no bonds
9 H 0.398 1.584 0.865  N3 1.042
10 H -1.266 1.766 0.289  N3 1.044